[1]
This record from the OMol25 dataset describes a structure of composition C16H33Br9O11S3 at a distorted geometry. The level of theory is ωB97M-V with the def2-TZVPD basis set.

**Orbital gap**: 0.34104 hartree
**HOMO**: -9.727 eV
**LUMO**: -0.0164 hartree

Last column: Löwdin charge in e.
Cartesian coordinates (Å):
O  -2.95491  2.52921  -1.55398  0.022
C  -3.81634  2.50371  -0.60535  -0.379
O  -4.35422  1.29447  -0.19321  -0.069
C  -5.02423  1.40522  1.12974  -0.087
C  -4.43788  2.77815  1.66245  -0.129
C  -4.30628  3.58935  0.37400  -0.080
H  -4.75130  0.52696  1.71478  0.112
H  -6.09467  1.29980  0.95326  0.118
H  -3.47074  2.70506  2.15985  0.112
H  -5.04466  3.30693  2.39751  0.109
H  -3.59099  4.40924  0.43911  0.125
H  -5.23754  3.92190  -0.08456  0.129
O  1.08791  0.81699  -2.53509  -0.293
S  0.85160  -0.37370  -1.77251  0.662
O  1.04387  -1.73698  -2.28284  -0.338
O  1.71322  -0.18314  -0.33695  -0.278
C  2.85382  -1.04003  -0.20463  -0.247
C  3.11373  -0.99476  1.31409  -0.088
C  -0.86993  -0.24305  -1.01627  -0.091
H  3.69742  -0.83788  -0.86462  0.125
H  2.57296  -2.07449  -0.40237  0.087
H  3.54833  -0.04467  1.62482  0.073
H  3.87689  -1.69425  1.65532  0.003
H  2.26134  -1.20526  1.96003  0.028
H  -1.54826  -0.00561  -1.83578  -0.026
H  -0.79808  0.54074  -0.26221  0.026
H  -1.17628  -1.21066  -0.61878  0.058
O  1.17967  -4.03282  0.52708  -0.286
S  0.30495  -3.86538  1.65160  0.652
O  0.56327  -4.64966  2.90756  -0.370
O  0.06213  -2.24678  1.90971  -0.314
C  -0.60460  -1.72540  3.07945  -0.253
C  -0.59693  -0.21123  2.93700  -0.040
C  -1.43587  -4.37317  1.09576  -0.079
H  -0.23232  -2.19102  3.99197  0.122
H  -1.62963  -2.03866  2.88125  0.101
H  -1.25612  -0.01414  2.09158  0.072
H  0.45821  0.04884  2.85258  0.082
H  -1.01761  0.33109  3.78376  0.085
H  -1.49017  -5.43826  1.32094  0.063
H  -1.65606  -3.99657  0.09687  0.067
H  -2.08919  -4.00942  1.88882  0.044
O  -0.52792  2.67041  0.46355  -0.294
S  0.52829  3.55881  0.08322  0.729
O  0.81948  4.79411  0.80933  -0.317
O  2.01940  2.67024  -0.03496  -0.323
C  3.21677  3.32431  -0.29120  -0.288
C  3.76034  3.54827  1.12833  -0.053
C  0.36976  4.11296  -1.79606  -0.047
H  2.95742  4.20129  -0.88427  0.100
H  3.76369  2.66832  -0.96843  0.127
H  3.39336  4.50162  1.50856  0.075
H  4.82052  3.32275  1.24349  0.072
H  3.36395  2.72293  1.71975  0.071
H  -0.14130  3.26175  -2.24587  0.036
H  1.32122  4.21624  -2.31775  0.056
H  -0.33077  4.94736  -1.82957  0.059
C  -3.94929  0.42444  -4.41764  -1.491
Br  -2.30550  -0.70262  -4.25399  0.586
Br  -5.37106  -0.17237  -3.14929  0.534
Br  -4.63551  0.57971  -6.23646  0.561
H  -3.77865  1.44741  -4.08224  -0.042
C  1.38719  -3.32293  -5.22957  -1.611
Br  2.22211  -4.58304  -6.41418  0.567
Br  -0.11363  -4.26173  -4.41103  0.536
Br  0.70277  -1.77877  -6.14632  0.554
H  2.09355  -2.89105  -4.52060  -0.024
C  5.01900  -4.22583  3.39451  -1.416
Br  4.40291  -5.61584  2.10250  0.542
Br  3.35824  -3.19778  3.96530  0.572
Br  6.48394  -3.04909  2.72469  0.531
H  5.44520  -4.74257  4.25442  -0.032

---

[2]
This record from the OMol25 dataset describes the ion C12H17N2O with charge +1 at a distorted geometry. The level of theory is ωB97M-V with the def2-TZVPD basis set.

**SMILES**: CC(C)[C@@]1(C)NC(=[NH2+])c2ccccc2O1
**Energy above the lowest of the compared OMol25 structures with the same formula, charge and spin**: 71.5 kcal/mol
**Orbital gap**: 0.29380 hartree
**HOMO**: -12.053 eV
**Charge**: +1
**LUMO**: -0.1491 hartree

Last column: natural (NBO) charge in e.
Cartesian coordinates (Å):
C  2.67545  -1.31672  0.26112  -0.642
C  2.12436  0.04002  -0.25568  -0.265
C  2.03046  0.16727  -1.74342  -0.661
C  0.68196  0.20233  0.43927  0.531
C  0.51660  -0.01061  1.94010  -0.685
N  0.17456  1.44734  0.06194  -0.638
C  -1.16509  1.63339  -0.11224  0.573
N  -1.65969  2.84180  -0.37332  -0.705
C  -2.04349  0.46498  -0.05376  -0.298
C  -3.46445  0.58479  0.19831  -0.154
C  -4.25435  -0.55008  0.06484  -0.222
C  -3.68929  -1.81292  -0.31152  -0.131
C  -2.30391  -1.99280  -0.33992  -0.251
C  -1.42506  -0.79158  -0.15651  0.434
O  -0.21004  -1.04716  -0.25443  -0.488
H  3.19555  -1.76962  -0.67941  0.236
H  1.91849  -1.90006  0.79145  0.227
H  3.63187  -1.33699  0.89615  0.248
H  2.65323  0.89686  0.30356  0.226
H  1.93350  -0.90228  -1.99290  0.247
H  2.89934  0.65054  -2.32548  0.253
H  1.24807  0.80662  -2.19172  0.213
H  0.61336  -1.14403  2.04063  0.248
H  -0.44127  0.39052  2.31523  0.242
H  1.32388  0.51266  2.46594  0.254
H  0.85832  1.96980  -0.55163  0.434
H  -2.71298  2.84764  -0.64861  0.436
H  -1.14904  3.58662  -0.61944  0.410
H  -3.99011  1.47566  0.34585  0.217
H  -5.29413  -0.43263  -0.03988  0.227
H  -4.43204  -2.50402  -0.41684  0.227
H  -1.78686  -3.01646  -0.62568  0.257

---

[3]
This record from the OMol25 dataset describes a structure of composition C32H43AuIN5O4S4 at a distorted geometry. The level of theory is ωB97M-V with the def2-TZVPD basis set.

**Energy above the lowest of the compared OMol25 structures with the same formula, charge and spin**: 20.7 kcal/mol
**Multiplicity**: 3
**Orbital gap (alpha / beta)**: 0.29012 / 0.17049 hartree
**HOMO (alpha / beta)**: -13.260 / -13.303 eV
**Charge**: +2
**LUMO (alpha / beta)**: -0.1972 / -0.3184 hartree

Last column: Mulliken spin population.
Cartesian coordinates (Å):
Au  -0.00963  -0.15739  -0.54610  0.419
C  -4.15483  0.89666  2.01904  -0.005
N  -2.82684  0.33659  1.82728  0.031
C  -1.69879  0.99727  2.01679  -0.007
S  -0.21950  0.07208  1.88686  0.373
N  -1.72383  2.25972  2.42314  0.017
C  -0.58990  3.17254  2.58729  -0.003
H  -4.86964  0.08160  2.05065  0.000
H  -4.43132  1.57036  1.20401  0.004
H  -4.21068  1.42782  2.97069  0.002
H  -2.73155  -0.58270  1.40265  -0.002
H  -2.63127  2.68731  2.51818  0.000
H  0.33389  2.60996  2.60074  0.003
H  -0.69619  3.71554  3.52369  -0.001
H  -0.56154  3.88200  1.75899  0.000
C  5.04423  -0.39138  5.20140  0.000
C  5.09356  -1.80879  4.63975  0.000
N  4.27948  -1.98156  3.42274  0.000
C  3.02117  -2.70807  3.55903  -0.001
C  1.93749  -1.92011  4.29469  0.005
C  4.76425  -1.44236  2.28297  0.001
O  5.87203  -0.93145  2.20909  0.000
C  3.95907  -1.44790  0.99484  -0.001
C  4.70456  -1.55595  -0.17619  -0.002
C  4.09258  -1.37670  -1.40304  0.004
C  2.74728  -1.07047  -1.43019  0.014
N  2.01373  -0.98310  -0.31257  0.058
C  2.61156  -1.16287  0.87702  -0.017
H  5.63703  -0.33708  6.11592  0.000
H  4.01916  -0.09564  5.43626  0.000
H  5.46342  0.31094  4.48349  0.000
H  4.73074  -2.52561  5.37550  0.000
H  6.12229  -2.05746  4.39184  0.000
H  3.22884  -3.62279  4.11533  0.000
H  2.67870  -3.00907  2.57190  0.000
H  2.17887  -1.81553  5.35358  0.001
H  0.97836  -2.44081  4.21824  -0.001
H  1.81796  -0.91708  3.87611  0.000
H  5.76867  -1.74169  -0.09832  0.000
H  4.65488  -1.42986  -2.32588  0.000
H  2.23898  -0.84851  -2.35869  -0.007
H  1.98448  -1.02937  1.74584  0.014
N  -2.28444  -4.25462  1.29406  0.000
C  -2.78315  -3.23981  0.57045  -0.003
O  -2.22922  -2.14089  0.50567  -0.008
C  -4.08053  -3.52284  -0.14629  0.000
I  -5.65844  -2.61162  0.97763  0.000
H  -1.46792  -4.09830  1.86110  0.000
H  -2.77997  -5.12018  1.41076  0.000
H  -4.31477  -4.57910  -0.22689  0.000
H  -4.08894  -3.05305  -1.12115  0.000
O  -1.35602  1.48242  -0.77682  0.217
C  -1.07996  2.49817  -1.69174  0.087
C  0.12727  3.36240  -1.29914  0.036
C  0.25948  4.72094  -1.36999  0.002
C  1.52871  5.19038  -0.92807  -0.002
C  2.34393  4.18410  -0.52097  0.006
S  1.57867  2.66055  -0.66376  -0.001
C  -2.31000  3.40710  -1.80953  0.036
C  -3.17030  3.76200  -0.82635  -0.003
C  -4.15237  4.70766  -1.25089  0.013
C  -4.01454  5.05254  -2.55458  -0.001
S  -2.69125  4.24573  -3.27353  0.013
C  -0.86468  1.85648  -3.03119  0.265
C  -1.88151  1.24940  -3.82516  0.091
C  -1.40243  0.77933  -5.03047  0.053
C  -0.03354  0.99223  -5.15305  0.307
S  0.67001  1.78096  -3.79483  -0.056
H  -0.51372  5.38610  -1.72863  0.001
H  1.81025  6.23516  -0.91309  0.000
H  3.35206  4.24476  -0.13186  0.000
H  -3.10835  3.36078  0.17298  -0.001
H  -4.91718  5.11910  -0.60555  0.001
H  -4.60790  5.74512  -3.13375  0.000
H  -2.91363  1.17739  -3.50790  0.004
H  -2.01276  0.30756  -5.78936  -0.001
H  0.59134  0.73103  -5.99918  -0.006
C  -0.58498  -3.26502  -4.08730  0.005
C  -1.79909  -3.24723  -3.15379  -0.001
C  -1.82218  -1.79260  -2.72704  0.001
O  -0.42341  -1.37685  -2.67954  0.038
C  0.39239  -2.38925  -3.32547  0.006
H  -0.83834  -2.81082  -5.04767  -0.001
H  -0.18658  -4.26234  -4.26788  0.001
H  -1.62330  -3.90618  -2.29863  0.000
H  -2.72381  -3.54572  -3.64821  0.000
H  -2.26203  -1.60443  -1.75122  -0.009
H  -2.33307  -1.18663  -3.47670  0.006
H  0.91680  -2.96389  -2.56067  0.000
H  1.12165  -1.89713  -3.96929  0.000

---

[4]
This record from the OMol25 dataset describes a cluster of 3 separate species, C4H11NO2 in total at a distorted geometry. The level of theory is ωB97M-V with the def2-TZVPD basis set.

**SMILES**: C=C/C=C/N.O.O
**Energy above the lowest of the compared OMol25 structures with the same formula, charge and spin**: 76.8 kcal/mol
**Orbital gap**: 0.33131 hartree
**HOMO**: -8.410 eV
**LUMO**: 0.0223 hartree

Last column: natural (NBO) charge in e.
Cartesian coordinates (Å):
C  3.06301  1.05372  0.67574  -0.390
C  1.85041  1.02979  0.11918  -0.204
C  0.96113  -0.15192  0.25286  -0.325
C  0.80392  -0.99731  -0.77799  0.026
N  0.64275  -2.37907  -0.77118  -0.863
H  3.49173  2.01840  0.91410  0.200
H  3.61188  0.15965  0.95577  0.200
H  1.51242  1.85702  -0.50286  0.194
H  0.40044  -0.25717  1.17788  0.209
H  1.12403  -0.68572  -1.76896  0.178
H  1.23016  -2.96113  -1.33596  0.392
H  -0.12098  -2.85892  -0.33012  0.381
O  -3.69196  -0.63357  -0.13338  -0.942
H  -3.29348  0.05039  0.40976  0.476
H  -3.10195  -1.38827  -0.17359  0.467
O  -2.08583  2.00149  0.57218  -0.942
H  -1.79497  1.22170  0.07990  0.466
H  -1.30418  2.56330  0.53602  0.476

---

[5]
This record from the OMol25 dataset describes a cluster of 2 separate species, C2H3NO3P in total at a distorted geometry. The level of theory is ωB97M-V with the def2-TZVPD basis set.

**Energy above the lowest of the compared OMol25 structures with the same formula, charge and spin**: 86.4 kcal/mol
**Orbital gap**: 0.20501 hartree
**HOMO**: -2.376 eV
**Charge**: -1
**LUMO**: 0.1177 hartree

Last column: natural (NBO) charge in e.
Cartesian coordinates (Å):
C  -0.30899  -2.65553  0.62126  0.548
C  1.13819  -2.03112  -1.17113  0.948
N  0.77455  -2.16960  -0.02708  -0.611
O  -0.28272  1.45406  -0.33976  -1.237
O  -1.11496  -3.36331  0.05264  -0.548
O  1.67739  -1.93695  -2.20202  -0.483
P  -1.57057  1.64241  0.38357  0.684
H  -0.27263  -2.56824  1.66516  0.137
H  -2.02495  0.34552  0.60291  -0.205
H  -1.49671  1.60682  1.91577  -0.233